# C2H2Br3P

An isolated molecule of C2H2Br3P (wB97M-V/def2-TZVPD, OMol25).

Calculated values
- Multiplicity: 1
- Gap between HOMO and LUMO: 8.9 eV
- HOMO: -0.341 hartree
- Energy above the lowest of the compared OMol25 structures with the same formula, charge and spin: 1.7697 eV

XYZ file:
```
8
C2H2Br3P (wB97M-V/def2-TZVPD)
Br 1.384 2.553 -0.392
Br 1.370 -0.658 1.611
Br 0.285 -2.308 -0.622
P 0.578 0.755 -1.413
C -0.924 0.096 0.127
C 0.397 -0.553 -0.033
H -1.819 -0.499 -0.343
H -1.272 0.614 1.065
```